Here is a structure of composition C42H56ClIrN7O4SSe from the OMol25 dataset. Energies are from ωB97M-V/def2-TZVPD.

Calculated values
- Total energy: -5682.21825 Ha
- Kohn-Sham gap (alpha / beta): 7.58 / 5.94 eV
- LUMO energy (alpha / beta): -2.33 / -4.71 eV
- Maximum force: 1.00 eV/Å
- E_HOMO (alpha / beta): -9.92 / -10.65 eV

```
! wB97M-V def2-TZVPD RIJCOSX def2/J DEFGRID3
* xyz 1 5
Ir 1.42 0.03 1.83
O 3.47 3.76 1.99
C 2.70 2.82 2.07
O 2.97 1.57 2.14
C 1.19 3.15 2.06
C 0.77 4.47 2.05
C -0.60 4.72 2.05
C -1.48 3.65 2.06
C -0.97 2.37 2.06
N 0.35 2.12 2.05
H 1.51 5.25 2.05
H -0.96 5.74 2.05
H -2.55 3.81 2.06
H -1.63 1.51 2.06
C 0.94 0.64 6.53
C 2.31 -0.06 6.44
C 2.70 0.17 4.98
O 1.45 0.04 4.29
C 0.46 0.72 5.07
H 1.04 1.63 6.96
H 0.24 0.07 7.15
H 2.21 -1.13 6.62
H 3.04 0.35 7.13
H 3.39 -0.56 4.57
H 3.11 1.17 4.83
H -0.50 0.24 4.89
H 0.39 1.77 4.75
C -2.66 -4.61 4.03
C -1.34 -4.77 4.78
C -0.29 -3.71 4.44
C 0.44 -3.90 3.11
N -0.40 -3.87 1.90
C -0.78 -2.76 1.25
Se -0.95 -1.07 2.04
N -1.24 -3.09 0.03
C -1.69 -2.16 -1.00
C -3.17 -2.28 -1.34
C -4.14 -1.97 -0.19
C -4.21 -3.07 0.89
C -1.15 -4.46 -0.11
C -1.49 -5.30 -1.17
C -1.32 -6.66 -0.97
C -0.84 -7.16 0.24
C -0.47 -6.33 1.28
C -0.63 -4.96 1.08
H -3.43 -5.24 4.47
H -2.57 -4.88 2.98
H -3.00 -3.57 4.08
H -0.92 -5.77 4.59
H -1.54 -4.71 5.85
H 0.49 -3.70 5.21
H -0.76 -2.72 4.45
H 0.95 -4.86 3.11
H 1.19 -3.12 3.00
H -1.09 -2.34 -1.89
H -1.48 -1.15 -0.63
H -3.39 -3.29 -1.71
H -3.36 -1.58 -2.16
H -5.13 -1.83 -0.62
H -3.86 -1.02 0.28
H -4.13 -4.06 0.44
H -5.15 -3.01 1.43
H -3.41 -2.96 1.62
H -1.84 -4.92 -2.12
H -1.57 -7.35 -1.76
H -0.75 -8.23 0.37
H -0.10 -6.73 2.21
S 5.11 -2.47 2.43
C 3.64 -2.02 2.09
N 2.51 -1.71 1.83
C 3.14 3.21 -6.21
C 2.03 2.28 -5.71
C 0.84 2.39 -6.68
C 2.52 0.82 -5.76
C 1.60 2.65 -4.25
O 0.50 1.83 -3.85
C 1.24 4.15 -4.16
C 0.55 4.65 -2.87
C -0.90 4.23 -2.72
C -1.34 3.46 -1.65
C -2.68 3.10 -1.53
C -3.58 3.51 -2.49
Cl -5.26 3.08 -2.33
C -3.17 4.28 -3.57
C -1.83 4.63 -3.67
C 2.76 2.36 -3.23
N 2.45 1.38 -2.22
C 1.96 1.57 -1.00
N 1.75 0.39 -0.43
C 2.16 -0.51 -1.36
N 2.57 0.06 -2.46
H 3.52 2.83 -7.16
H 3.98 3.26 -5.51
H 2.77 4.22 -6.37
H 1.19 2.13 -7.68
H 0.44 3.40 -6.73
H 0.04 1.70 -6.42
H 2.46 0.45 -6.78
H 1.90 0.18 -5.13
H 3.56 0.72 -5.43
H -0.24 2.01 -4.44
H 0.58 4.40 -4.99
H 2.16 4.71 -4.29
H 0.56 5.74 -2.93
H 1.12 4.38 -1.98
H -0.65 3.14 -0.89
H -3.00 2.50 -0.69
H -3.88 4.61 -4.31
H -1.53 5.26 -4.50
H 3.04 3.28 -2.73
H 3.63 1.98 -3.76
H 1.80 2.53 -0.55
H 2.15 -1.57 -1.21
*
```